Entry 1:
A single C34H36N4O6 molecule, computed with the ωB97M-V functional and the def2-TZVPD basis.

Each line ends with the Löwdin charge.
Geometry (Å):
C (-2.23, -2.96, 1.48)  -0.02
H (-2.19, -3.98, 1.84)  0.09
H (-1.94, -2.95, 0.43)  0.09
H (-1.52, -2.36, 2.03)  0.09
C (-3.64, -2.39, 1.63)  -0.56
C (-4.00, -2.25, 3.11)  -0.02
H (-3.94, -3.22, 3.60)  0.09
H (-5.01, -1.86, 3.22)  0.08
H (-3.31, -1.56, 3.60)  0.09
C (-4.66, -3.26, 0.90)  -0.02
H (-4.38, -3.36, -0.15)  0.09
H (-4.71, -4.24, 1.35)  0.09
H (-5.65, -2.80, 0.95)  0.08
O (-3.55, -1.09, 1.00)  0.04
C (-4.58, -0.26, 0.96)  -0.44
O (-5.68, -0.45, 1.43)  0.13
C (-4.21, 1.00, 0.17)  -0.18
N (-2.80, 1.28, 0.26)  0.13
C (-2.31, 2.34, 0.90)  -0.42
O (-2.97, 3.22, 1.43)  0.06
C (-0.83, 2.43, 0.93)  -0.07
C (0.24, 1.69, 0.47)  -0.13
N (1.41, 2.31, 0.82)  0.11
C (1.06, 3.39, 1.47)  -0.16
N (-0.28, 3.50, 1.56)  0.14
H (-0.84, 4.22, 2.00)  0.16
H (1.75, 4.10, 1.89)  0.12
C (0.30, 0.43, -0.29)  -0.39
O (-0.68, -0.20, -0.66)  0.05
N (1.56, 0.05, -0.54)  0.12
C (1.92, -1.14, -1.27)  -0.18
C (2.89, -2.01, -0.48)  -0.45
O (3.21, -3.12, -0.81)  0.13
O (3.35, -1.36, 0.59)  0.02
C (4.42, -1.95, 1.33)  -0.09
C (5.62, -1.04, 1.30)  -0.20
C (6.89, -1.55, 1.10)  -0.04
C (7.99, -0.71, 1.08)  -0.09
C (7.82, 0.66, 1.25)  -0.10
C (6.54, 1.17, 1.44)  -0.09
C (5.45, 0.33, 1.46)  -0.03
H (4.46, 0.73, 1.61)  0.11
H (6.40, 2.24, 1.56)  0.11
H (8.67, 1.32, 1.23)  0.10
H (8.98, -1.11, 0.93)  0.10
H (7.03, -2.62, 0.96)  0.12
H (4.65, -2.94, 0.92)  0.13
H (4.06, -2.07, 2.36)  0.14
H (1.00, -1.70, -1.46)  0.16
C (2.61, -0.80, -2.61)  -0.07
C (3.92, -0.11, -2.37)  -0.23
C (3.97, 1.26, -2.13)  -0.05
C (5.17, 1.89, -1.86)  -0.08
C (6.34, 1.16, -1.83)  -0.10
C (6.31, -0.21, -2.06)  -0.08
C (5.10, -0.83, -2.33)  -0.03
H (5.08, -1.90, -2.51)  0.12
H (7.22, -0.78, -2.04)  0.11
H (7.28, 1.64, -1.63)  0.10
H (5.19, 2.95, -1.68)  0.10
H (3.06, 1.85, -2.17)  0.11
H (2.76, -1.73, -3.16)  0.13
H (1.93, -0.15, -3.18)  0.13
H (2.30, 0.64, -0.18)  0.11
H (-2.15, 0.58, -0.12)  0.10
C (-4.61, 0.78, -1.30)  -0.07
C (-6.06, 0.39, -1.42)  -0.24
C (-6.41, -0.92, -1.70)  -0.05
C (-7.74, -1.29, -1.78)  -0.08
C (-8.74, -0.35, -1.58)  -0.09
C (-8.39, 0.96, -1.31)  -0.08
C (-7.06, 1.33, -1.23)  -0.04
H (-6.80, 2.35, -1.02)  0.12
H (-9.16, 1.70, -1.16)  0.10
H (-9.77, -0.64, -1.64)  0.10
H (-8.00, -2.32, -1.99)  0.10
H (-5.64, -1.66, -1.85)  0.11
H (-3.97, 0.01, -1.72)  0.13
H (-4.43, 1.72, -1.84)  0.13
H (-4.76, 1.84, 0.60)  0.16

Properties
Lowest unoccupied orbital energy in eV: 0.5
HOMO-LUMO gap in eV: 9.318
ΔE to the lowest compared entry with this formula, charge and spin in kcal per mole: 4.16
E in eV: -54091.2688
Spin multiplicity: 1
Structure (SMILES): CC(C)(C)OC(=O)[C@H](Cc1ccccc1)NC(=O)c1[nH]cnc1C(=O)N[C@@H](Cc1ccccc1)C(=O)OCc1ccccc1



Entry 2:
A molecular structure, BrPd, computed with the ωB97M-V functional and the def2-TZVPD basis.

Each line ends with the Löwdin spin population.
Geometry (Å):
Pd (6.99, -3.31, -27.28)  1.13
Br (5.08, -3.18, -25.25)  1.87

Properties
Lowest unoccupied orbital energy (alpha / beta) in eV: -12.0 / -17.3
HOMO-LUMO gap (alpha / beta) in eV: 11.853 / 5.938
ΔE to the lowest compared entry with this formula, charge and spin in kcal per mole: 2.03
Net charge: +2
E in eV: -73494.7022
Spin multiplicity: 4



Entry 3:
A molecular structure, C23H36BrFINO17S, computed with the ωB97M-V functional and the def2-TZVPD basis.

Each line ends with the Löwdin charge.
Geometry (Å):
O (1.09, 1.80, -4.06)  -0.23
S (1.40, 1.98, -2.69)  0.51
O (2.71, 2.24, -2.23)  -0.29
F (0.96, 0.64, -1.98)  -0.16
N (0.26, 2.94, -1.99)  -0.64
Br (0.94, 4.06, -0.65)  0.81
C (-0.72, 3.62, -2.88)  -0.32
C (-1.85, 2.66, -3.21)  -0.27
C (-2.59, 2.03, -2.03)  -0.60
I (-2.81, 3.24, -0.29)  0.91
H (-1.09, 4.49, -2.34)  0.03
H (-0.25, 3.98, -3.80)  0.12
H (-2.54, 3.14, -3.91)  0.12
H (-1.41, 1.83, -3.77)  0.10
H (-2.10, 1.11, -1.70)  0.03
H (-3.61, 1.78, -2.31)  0.04
C (-1.39, 7.11, 2.17)  -0.02
C (-1.05, 7.66, 0.80)  -0.32
C (-1.94, 8.78, 0.31)  -0.09
O (-1.93, 8.58, -1.11)  0.07
C (-1.65, 7.28, -1.35)  -0.57
O (-1.75, 6.75, -2.41)  0.15
O (-1.26, 6.67, -0.21)  0.00
H (-2.33, 6.57, 2.13)  0.09
H (-0.62, 6.42, 2.52)  0.09
H (-1.48, 7.93, 2.89)  0.09
H (0.01, 7.96, 0.76)  0.16
H (-1.57, 9.78, 0.54)  0.14
H (-2.97, 8.68, 0.67)  0.14
C (1.13, -3.39, 0.71)  -0.01
C (-0.10, -2.54, 0.87)  -0.30
C (0.10, -1.08, 0.49)  -0.10
O (-0.82, -0.40, 1.36)  0.06
C (-1.03, -1.19, 2.44)  -0.57
O (-1.61, -0.84, 3.42)  0.15
O (-0.50, -2.41, 2.25)  0.09
H (1.89, -3.12, 1.44)  0.07
H (0.91, -4.45, 0.84)  0.09
H (1.54, -3.25, -0.29)  0.10
H (-0.95, -2.97, 0.33)  0.16
H (-0.14, -0.86, -0.54)  0.12
H (1.12, -0.74, 0.71)  0.14
C (5.77, -0.33, 0.25)  -0.01
C (5.82, -1.69, 0.90)  -0.32
C (5.45, -2.85, 0.00)  -0.09
O (4.86, -3.78, 0.91)  0.05
C (4.38, -3.08, 1.97)  -0.58
O (3.65, -3.53, 2.80)  0.16
O (4.82, -1.81, 1.93)  0.09
H (4.74, -0.05, 0.03)  0.09
H (6.20, 0.43, 0.91)  0.09
H (6.34, -0.34, -0.68)  0.09
H (6.79, -1.87, 1.37)  0.16
H (6.30, -3.31, -0.50)  0.14
H (4.70, -2.57, -0.75)  0.14
C (4.58, -8.12, -2.04)  -0.02
C (3.65, -6.98, -1.73)  -0.33
C (2.87, -7.11, -0.44)  -0.09
O (1.66, -6.41, -0.74)  0.04
C (1.48, -6.43, -2.08)  -0.57
O (0.49, -6.09, -2.64)  0.17
O (2.59, -6.89, -2.70)  0.08
H (4.00, -9.01, -2.29)  0.09
H (5.22, -7.89, -2.89)  0.09
H (5.21, -8.34, -1.18)  0.09
H (4.19, -6.02, -1.75)  0.15
H (3.35, -6.65, 0.42)  0.14
H (2.62, -8.15, -0.21)  0.14
C (-7.15, -0.14, 3.61)  -0.02
C (-6.49, -0.15, 2.26)  -0.32
C (-5.11, 0.49, 2.21)  -0.09
O (-5.06, 1.00, 0.88)  -0.02
C (-6.33, 1.22, 0.46)  -0.58
O (-6.63, 1.80, -0.53)  0.15
O (-7.21, 0.67, 1.32)  0.08
H (-7.43, 0.88, 3.88)  0.09
H (-8.06, -0.74, 3.61)  0.08
H (-6.47, -0.54, 4.37)  0.09
H (-6.46, -1.16, 1.85)  0.16
H (-4.30, -0.21, 2.36)  0.13
H (-5.02, 1.32, 2.91)  0.14

Properties
Lowest unoccupied orbital energy in eV: -0.2
HOMO-LUMO gap in eV: 8.590
E in eV: -152428.7877
Spin multiplicity: 1



Entry 4:
A molecular structure, C16H30BrClIO9PS in a non-equilibrium geometry, computed with the ωB97M-V functional and the def2-TZVPD basis.

Each line ends with the Löwdin charge.
Geometry (Å):
C (4.91, -2.82, 3.53)  -0.14
C (4.16, -2.82, 2.21)  -0.69
Br (5.18, -1.78, 0.91)  0.72
C (2.68, -2.46, 2.21)  -0.16
C (2.09, -1.29, 3.02)  -0.41
C (0.55, -1.47, 2.85)  -0.12
C (-0.29, -0.20, 2.80)  -0.30
C (-1.77, -0.56, 3.08)  -0.61
I (-3.06, 0.15, 1.51)  0.75
O (2.28, -1.36, 4.48)  -0.14
S (3.24, -0.18, 4.98)  0.56
O (2.46, 0.82, 5.57)  -0.19
O (4.33, -0.64, 5.71)  -0.19
O (3.76, 0.22, 3.51)  -0.20
C (2.53, 0.12, 2.74)  -0.48
P (2.79, 0.76, 0.99)  0.64
O (1.81, -0.15, 0.08)  -0.33
Cl (1.80, 2.60, 1.22)  0.29
H (4.25, -3.08, 4.35)  0.08
H (5.43, -1.90, 3.71)  0.05
H (5.68, -3.58, 3.47)  0.08
H (4.22, -3.83, 1.84)  0.08
H (2.42, -2.22, 1.19)  0.09
H (2.09, -3.33, 2.46)  0.13
H (0.23, -2.01, 3.74)  0.13
H (0.33, -2.13, 2.02)  0.13
H (-0.28, 0.25, 1.82)  0.03
H (0.01, 0.52, 3.55)  0.11
H (-2.08, -0.09, 3.99)  0.04
H (-1.90, -1.62, 3.12)  0.03
H (1.91, 0.87, 3.20)  0.06
H (0.89, -0.19, 0.41)  0.05
O (-0.35, 1.57, -2.73)  0.10
C (-0.75, 2.67, -2.45)  -0.51
O (-1.95, 3.06, -2.92)  -0.01
C (-2.62, 4.24, -2.48)  -0.23
C (-2.20, 5.46, -3.27)  -0.06
C (0.09, 3.64, -1.65)  0.00
H (-2.49, 4.39, -1.40)  0.11
H (-3.68, 4.05, -2.64)  0.12
H (-1.14, 5.68, -3.14)  0.07
H (-2.77, 6.33, -2.96)  0.08
H (-2.36, 5.29, -4.34)  0.08
H (0.71, 4.21, -2.34)  0.10
H (0.72, 3.06, -0.99)  0.00
H (-0.49, 4.32, -1.03)  0.08
O (-4.84, -2.42, -6.06)  0.10
C (-4.21, -2.18, -5.07)  -0.53
O (-3.55, -1.01, -4.98)  0.00
C (-2.95, -0.54, -3.77)  -0.23
C (-1.54, -1.05, -3.59)  -0.07
C (-4.06, -3.20, -3.96)  0.01
H (-3.59, -0.76, -2.91)  0.11
H (-2.93, 0.55, -3.87)  0.11
H (-1.52, -2.14, -3.50)  0.07
H (-1.09, -0.62, -2.70)  0.05
H (-0.93, -0.79, -4.45)  0.09
H (-3.21, -3.83, -4.17)  0.09
H (-4.96, -3.81, -3.94)  0.09
H (-3.95, -2.76, -2.97)  0.07

Properties
Lowest unoccupied orbital energy in eV: -0.1
HOMO-LUMO gap in eV: 9.720
E in eV: -146295.7265
Spin multiplicity: 1



Entry 5:
A single C3H6FNO2 molecule in a non-equilibrium geometry, computed with the ωB97M-V functional and the def2-TZVPD basis.

Each line ends with the Löwdin charge.
Geometry (Å):
C (-1.98, -0.64, 0.91)  -0.33
C (2.09, 0.01, -0.57)  0.00
C (0.72, 0.45, -0.07)  -0.35
N (-1.56, -0.09, -0.28)  -0.04
O (-1.36, -1.23, 1.77)  0.04
O (-0.35, -0.34, -0.79)  -0.06
F (0.42, 1.79, -0.16)  0.02
H (-3.01, -0.42, 0.98)  0.11
H (2.27, -1.02, -0.16)  0.10
H (2.78, 0.81, -0.15)  0.11
H (1.98, 0.06, -1.70)  0.11
H (0.39, 0.25, 0.95)  0.13
H (-2.38, 0.36, -0.71)  0.16

Properties
Lowest unoccupied orbital energy in eV: 0.9
HOMO-LUMO gap in eV: 10.806
ΔE to the lowest compared entry with this formula, charge and spin in kcal per mole: 62.89
E in eV: -11508.5664
Spin multiplicity: 1
Structure (SMILES): C[C@@H](F)ONC=O